[1]
Formula: C59H114BF3HgN6O17S
Source: the OMol25 dataset
Level of theory: ωB97M-V/def2-TZVPD

CARTESIAN COORDINATES (ANGSTROEM)
1 Hg 0.6267 -4.0041 3.0192
2 O 0.4735 -1.4688 12.3099
3 C 0.0655 -1.0594 11.2242
4 O -0.0293 -1.7019 10.0847
5 B -0.6165 -0.7194 9.1046
6 O -0.5337 0.5692 9.8043
7 C -0.1517 0.4359 10.9865
8 O 0.0508 1.3409 11.8040
9 O -2.0391 -1.0228 8.7851
10 C -2.1409 -1.3425 7.5011
11 O -3.0472 -1.7127 6.7189
12 C -0.7227 -1.2498 6.8967
13 O 0.0528 -0.7694 7.8006
14 O -0.4645 -1.5534 5.7336
15 C -0.6525 0.9369 0.5631
16 F -1.7972 1.0846 -0.0222
17 F 0.2772 1.8347 0.1180
18 F -0.8842 1.0923 1.8556
19 S -0.0055 -0.9080 0.3245
20 O 0.3232 -1.0987 -1.0697
21 O 1.2034 -1.1016 1.1888
22 O -0.9146 -1.8629 0.9011
23 C -7.4322 1.0077 7.2037
24 C -8.4329 1.3632 6.0147
25 C -9.1812 2.7093 6.2474
26 C -8.3320 4.0517 6.0983
27 C -7.6378 3.9942 4.7794
28 C -6.8201 2.7165 4.4184
29 N -7.7411 1.5122 4.7061
30 O -7.2454 0.2633 4.2830
31 C -6.5048 2.6829 2.9202
32 C -5.5635 2.7207 5.2840
33 C -9.5819 0.3305 6.1013
34 H -6.8468 1.8633 7.5403
35 H -6.7337 0.2293 6.8967
36 H -7.9120 0.6873 8.1286
37 H -10.0994 2.7170 5.6600
38 H -9.6538 2.7746 7.2275
39 H -7.5960 4.1549 6.8957
40 H -8.9004 4.9780 6.1814
41 H -6.8906 4.7842 4.8546
42 H -8.3362 4.2147 3.9722
43 H -5.7765 3.4418 2.6340
44 H -6.0590 1.7375 2.6112
45 H -7.4380 2.6840 2.3571
46 H -4.6956 3.0126 4.6927
47 H -5.6240 3.3294 6.1862
48 H -5.1963 1.7918 5.7204
49 H -9.7456 0.0022 7.1277
50 H -9.2652 -0.6026 5.6353
51 H -10.5794 0.4877 5.6909
52 H -6.4865 0.1802 4.8650
53 C -0.7097 -8.4472 -0.7117
54 C -0.7801 -6.9617 -0.4192
55 C -1.7713 -6.2745 -1.3640
56 C -3.2459 -6.5081 -1.1028
57 C -3.6331 -6.0334 0.2210
58 C -2.6979 -6.5667 1.3776
59 N -1.2324 -6.5372 0.9825
60 O -0.3444 -6.9705 1.9237
61 C -2.9823 -5.6513 2.5774
62 C -3.0987 -7.9797 1.7104
63 C 0.5932 -6.3150 -0.5912
64 H -0.2604 -8.9403 0.1503
65 H -0.0296 -8.5219 -1.5602
66 H -1.5613 -8.9558 -1.1638
67 H -1.6471 -5.1939 -1.4334
68 H -1.5138 -6.6010 -2.3716
69 H -3.5206 -7.5370 -1.3354
70 H -3.8807 -5.8976 -1.7449
71 H -4.6087 -6.5110 0.3118
72 H -3.8529 -4.9658 0.2230
73 H -3.8333 -5.9393 3.1947
74 H -2.1811 -5.6224 3.3158
75 H -3.1687 -4.6141 2.2991
76 H -2.9701 -8.5434 0.7865
77 H -2.5312 -8.4809 2.4946
78 H -4.1504 -8.0447 1.9894
79 H 0.9590 -6.3278 -1.6179
80 H 1.4091 -6.8834 -0.1447
81 H 0.7305 -5.2993 -0.2205
82 H -0.6099 -7.8761 2.0996
83 C 2.2903 5.4497 -3.2305
84 C 2.7565 5.6726 -4.6857
85 C 3.9336 4.5782 -4.9278
86 C 4.4116 4.4052 -6.3344
87 C 3.0537 4.0639 -7.1351
88 C 1.8406 5.0473 -7.0908
89 N 1.6768 5.2945 -5.6354
90 O 0.5761 6.1031 -5.3525
91 C 2.0299 6.3167 -7.9799
92 C 0.5688 4.2688 -7.5303
93 C 3.2552 7.1278 -4.7812
94 H 3.0985 5.0866 -2.5957
95 H 1.5530 4.6507 -3.1536
96 H 1.8817 6.2912 -2.6708
97 H 4.8863 4.7853 -4.4402
98 H 3.6078 3.6178 -4.5284
99 H 5.1914 3.6610 -6.4960
100 H 4.7887 5.3121 -6.8072
101 H 2.7251 3.0539 -6.8903
102 H 3.3225 3.8305 -8.1654
103 H 1.3977 7.1404 -7.6484
104 H 2.9854 6.8281 -7.8631
105 H 2.0295 6.1525 -9.0574
106 H 0.7853 3.8829 -8.5264
107 H 0.3368 3.4136 -6.8956
108 H -0.2769 4.9456 -7.6521
109 H 4.2238 7.1929 -4.2855
110 H 2.3982 7.7395 -4.4995
111 H 3.6592 7.3222 -5.7747
112 H 0.0050 5.4029 -5.0282
113 C 4.5218 -2.9335 5.4675
114 C 5.5306 -4.0143 4.9967
115 C 6.0967 -4.5545 6.3382
116 C 7.0568 -5.7437 6.1424
117 C 6.1974 -6.8093 5.3956
118 C 5.4342 -6.3452 4.0738
119 N 4.8618 -5.0347 4.1972
120 O 4.2543 -4.5977 3.0192
121 C 6.6101 -6.4097 3.0215
122 C 4.3723 -7.4135 3.6212
123 C 6.5716 -3.1683 4.1491
124 H 3.5837 -3.4522 5.6652
125 H 4.3131 -2.1201 4.7725
126 H 4.8151 -2.5703 6.4525
127 H 6.6217 -3.8227 6.9521
128 H 5.2832 -4.9144 6.9682
129 H 7.3141 -6.0758 7.1482
130 H 7.9822 -5.4235 5.6638
131 H 5.5669 -7.1346 6.2231
132 H 6.9345 -7.5987 5.2485
133 H 6.1734 -6.1912 2.0470
134 H 7.4751 -5.7684 3.1907
135 H 6.8800 -7.4657 3.0282
136 H 4.1054 -7.3518 2.5662
137 H 4.7068 -8.4412 3.7622
138 H 3.4944 -7.4680 4.2649
139 H 7.3298 -3.7425 3.6166
140 H 7.1417 -2.4718 4.7639
141 H 6.1009 -2.5444 3.3893
142 H 5.0131 -4.5590 2.4324
143 C -4.2012 4.0286 -4.4302
144 C -4.8459 5.4599 -4.7168
145 C -4.2179 6.3852 -3.6399
146 C -4.5618 7.8658 -3.8011
147 C -4.3963 8.2311 -5.2571
148 C -4.8746 7.2555 -6.4249
149 N -4.4045 5.9141 -5.9996
150 O -4.8102 5.0006 -6.9745
151 C -6.4359 7.5559 -6.6932
152 C -4.0850 7.8219 -7.6606
153 C -6.3562 5.4182 -4.4114
154 H -3.1262 4.1245 -4.5825
155 H -4.5366 3.3006 -5.1688
156 H -4.4389 3.7187 -3.4126
157 H -4.5232 6.1059 -2.6315
158 H -3.1367 6.2908 -3.5391
159 H -3.9353 8.5579 -3.2385
160 H -5.5942 8.1153 -3.5562
161 H -3.3435 8.4971 -5.3526
162 H -4.8931 9.2003 -5.3008
163 H -6.9977 6.7119 -7.0932
164 H -6.9028 8.0595 -5.8467
165 H -6.6082 8.3300 -7.4410
166 H -3.9826 8.9068 -7.6325
167 H -3.0340 7.5383 -7.6044
168 H -4.4492 7.3397 -8.5677
169 H -6.7905 6.4178 -4.3928
170 H -6.6259 4.8945 -3.4943
171 H -6.8007 4.9266 -5.2767
172 H -4.0178 4.5518 -7.2783
173 C 4.2931 -2.2136 -4.5843
174 C 5.7391 -2.1745 -3.9930
175 C 6.5154 -1.3399 -5.0534
176 C 7.8938 -0.9035 -4.7286
177 C 7.7473 -0.1317 -3.4173
178 C 7.0405 -0.8512 -2.2016
179 N 5.7402 -1.4203 -2.7044
180 O 4.9610 -1.9929 -1.6772
181 C 8.0747 -1.9001 -1.6276
182 C 6.8158 0.1730 -1.1000
183 C 6.2479 -3.6467 -3.8933
184 H 4.2104 -2.6390 -5.5844
185 H 3.7030 -1.3000 -4.5108
186 H 3.6156 -2.8005 -3.9640
187 H 6.5578 -1.9996 -5.9201
188 H 6.0179 -0.5657 -5.6376
189 H 8.3077 -0.1184 -5.3614
190 H 8.6902 -1.6477 -4.7298
191 H 7.1190 0.7314 -3.6376
192 H 8.6875 0.3391 -3.1302
193 H 9.0118 -1.5723 -1.1777
194 H 7.5116 -2.5649 -0.9726
195 H 8.3561 -2.6264 -2.3901
196 H 6.1527 -0.2005 -0.3197
197 H 7.6913 0.5292 -0.5573
198 H 6.3482 1.0917 -1.4541
199 H 7.3262 -3.8055 -3.8797
200 H 5.8188 -4.1337 -4.7690
201 H 5.7023 -4.1158 -3.0746
202 H 4.0539 -1.7594 -1.8877

Atoms 1-6, force components in eV/Å:
Hg -0.08 0.65 -0.50
O -1.12 0.03 -2.35
C 2.26 -0.17 3.58
O -0.88 0.29 -0.89
B -0.12 -0.29 0.56
O -1.17 0.62 -4.37

Summary:
total energy	-130603.422	eV
orbital gap	1.36	eV
lowest unoccupied orbital energy	-6.81	eV
ΔE to the lowest compared entry with this formula, charge and spin	0.0	kcal/mol
HOMO level	-0.30011	Eh
molecular weight	1480.0	g/mol

***

[2]
Formula: C11H6Cl2NO3RuS5
Source: the OMol25 dataset
Level of theory: ωB97M-V/def2-TZVPD

CARTESIAN COORDINATES (ANGSTROEM)
1 Ru -0.2320 0.3458 0.4280
2 O -5.6395 2.8932 3.6868
3 C -4.6955 2.4417 3.1051
4 S -4.8206 1.4484 1.6369
5 C -3.1038 1.3229 1.3403
6 C -2.2776 1.9452 2.2116
7 S -0.5605 1.9695 1.9678
8 S -3.0049 2.8014 3.5405
9 S -2.4958 0.4595 -0.0330
10 Cl -1.7659 -4.0121 -3.0253
11 C -0.6459 -2.7286 -2.7632
12 C 0.4524 -2.5651 -3.5891
13 C 1.3096 -1.5100 -3.3243
14 C 1.0465 -0.6800 -2.2509
15 N -0.0123 -0.8494 -1.4536
16 C -0.8502 -1.8565 -1.7064
17 H 0.6232 -3.2428 -4.4140
18 H 2.1753 -1.3272 -3.9446
19 H 1.6846 0.1628 -2.0258
20 H -1.7041 -1.9656 -1.0507
21 S -0.2389 -1.1752 2.5449
22 C 0.8964 -0.6167 1.5192
23 Cl 4.0966 2.6003 1.9818
24 C 4.0399 1.0720 1.0812
25 C 2.6053 0.6633 0.9257
26 O 2.2304 -0.3346 1.7299
27 O 1.8208 1.1886 0.1499
28 H 4.5906 0.3173 1.6321
29 H 4.4762 1.2319 0.0991

Atoms 1-6, force components in eV/Å:
Ru 0.60 1.24 -2.11
O 0.00 -0.20 0.16
C 0.06 0.41 -0.31
S -0.05 -0.12 0.06
C 0.14 0.16 0.29
C -0.10 -0.23 -0.40

Summary:
total energy	-100939.702	eV
orbital gap (alpha / beta)	6.08 / 6.07	eV
lowest unoccupied orbital energy (alpha / beta)	-0.89 / -1.17	eV
ΔE to the lowest compared entry with this formula, charge and spin	48.2	kcal/mol
HOMO level (alpha / beta)	-0.25621 / -0.26618	Eh
molecular weight	532.5	g/mol
spin multiplicity	2